Below is a molecular structure, C35H37ClMnO4P2, with properties calculated with the ωB97M-V functional and the def2-TZVPD basis.

Results
**Energy**: -107493.4378 eV
**HOMO-LUMO gap (spin up / spin down)**: 0.2625 / 0.2379 Eh

The geometry in ORCA input format:
```
! wB97M-V def2-TZVPD RIJCOSX def2/J DEFGRID3
* xyz 0 6
Mn -2.4706 4.8911 2.4167
C -1.2474 6.6792 2.0995
C -0.8073 5.6319 1.2439
C 0.4339 4.8042 1.5289
C 0.1509 3.4557 2.2279
C -1.0150 3.5305 3.1814
C -1.2194 4.5910 4.1046
C -0.2862 5.7581 4.2890
C -0.6169 6.9988 3.4260
C -3.9198 3.6608 2.8323
H -1.8302 7.4989 1.6680
H -1.1438 5.6422 0.1963
H 1.1540 5.3801 2.1327
H 0.9513 4.5937 0.5759
H -0.0605 2.6748 1.4759
H 1.0701 3.1103 2.7366
H -1.5253 2.5809 3.3833
H -1.9147 4.3936 4.9315
H 0.7641 5.4783 4.1286
H -0.3668 6.0753 5.3395
H -1.3170 7.6474 3.9779
H 0.2930 7.6098 3.2859
H -4.8519 4.2518 2.8224
H -3.6976 3.2299 3.8236
H -3.9051 2.8959 2.0344
P 0.4720 -2.4587 -3.4787
P 0.0410 -4.3778 -0.5517
C 1.7743 -3.0830 -2.3867
C 1.5902 -3.7169 -1.1971
C 1.2222 -2.6296 -5.1460
C 2.6087 -2.6342 -5.3604
C 3.1194 -2.7604 -6.6567
C 2.2552 -2.8770 -7.7506
C 0.8698 -2.8732 -7.5392
C 0.3523 -2.7654 -6.2477
C 0.6070 -0.6374 -3.1878
C 0.1762 -0.1700 -1.9315
C 0.2788 1.1856 -1.6190
C 0.8128 2.0857 -2.5513
C 1.2213 1.6242 -3.8076
C 1.0934 0.2713 -4.1398
C 0.5628 -6.1451 -0.3027
C 0.7541 -6.9065 -1.4715
C 1.1927 -8.2283 -1.3854
C 1.4371 -8.8122 -0.1354
C 1.2303 -8.0636 1.0275
C 0.7708 -6.7432 0.9494
C 0.0454 -3.7677 1.1779
C -1.1985 -3.6696 1.8326
C -1.2542 -3.2362 3.1569
C -0.0803 -2.8823 3.8348
C 1.1529 -2.9730 3.1806
C 1.2189 -3.3995 1.8498
H 2.8041 -2.8704 -2.7067
H 2.4778 -3.9465 -0.5866
H 3.3030 -2.5394 -4.5265
H 4.2003 -2.7678 -6.8062
H 2.6618 -2.9717 -8.7602
H 0.1962 -2.9567 -8.3914
H -0.7260 -2.7808 -6.0847
H -0.2307 -0.8779 -1.2051
H -0.0635 1.5463 -0.6490
H 0.8983 3.1450 -2.3031
H 1.6340 2.3173 -4.5403
H 1.3806 -0.0723 -5.1355
H 0.5697 -6.4501 -2.4471
H 1.3420 -8.8091 -2.2955
H 1.7771 -9.8470 -0.0695
H 1.4181 -8.5082 2.0042
H 0.5864 -6.1818 1.8667
H -2.1110 -3.9378 1.2975
H -2.2149 -3.1717 3.6660
H -0.1253 -2.5344 4.8681
H 2.0734 -2.7064 3.7003
H 2.1834 -3.4419 1.3445
O -5.6359 7.7923 3.4497
Cl -4.2168 7.6309 3.5658
O -3.4875 8.6411 2.8229
O -3.7870 7.5898 4.9494
O -3.8558 6.2891 2.9472
*
```